(1)
Below is an isolated molecule of C4H6O2S, with properties calculated with ωB97M-V/def2-TZVPD.

As for the spin multiplicity: 1. As for the frontier orbital gap: 10.24 eV. Its charge is 0. As for the relative energy (zero: lowest compared OMol25 entry of this formula, charge and spin): 200.3 kJ/mol. The calculation puts the HOMO energy at -9.71 eV.

Last column: Mulliken charge in e.
CARTESIAN COORDINATES (ANGSTROEM)
1 C 0.36 1.76 0.95  0.472
2 C 0.42 0.79 -0.29  0.531
3 C -0.59 -1.70 0.25  -0.917
4 C -0.73 -0.29 -0.39  -0.728
5 O 0.58 1.95 2.07  -0.447
6 O -0.24 2.20 -0.15  -0.360
7 S 1.73 0.55 -1.46  -0.228
8 H 0.48 -2.11 0.04  0.233
9 H -1.33 -2.30 -0.12  0.375
10 H -0.75 -1.67 1.41  0.243
11 H -1.69 0.10 -0.08  0.342
12 H -1.01 -0.43 -1.56  0.310
13 H 2.76 1.15 -0.68  0.176

---

(2)
Below is a cluster of 2 separate species, C4H6O2S2 in total, with properties calculated with ωB97M-V/def2-TZVPD.

As for the spin multiplicity: 1. As for the frontier orbital gap (spin up / spin down): 7.52 / 7.12 eV. Its charge is 0. As for the relative energy (zero: lowest compared OMol25 entry of this formula, charge and spin): 461.7 kJ/mol. The calculation puts the HOMO energy (spin up / spin down) at -7.61 / -7.50 eV.

Last column: Mulliken charge in e.
CARTESIAN COORDINATES (ANGSTROEM)
1 C 0.06 -1.28 -0.41  0.290
2 C -2.04 0.12 -0.22  -0.046
3 C 1.16 0.59 0.78  -1.306
4 C 1.00 -0.05 -0.53  0.399
5 O 0.05 -2.46 -0.56  -0.354
6 O 2.27 -0.39 -1.04  -0.507
7 S -2.20 1.45 -1.11  -0.223
8 S -3.25 -0.71 0.87  -0.128
9 H 0.35 1.07 1.18  0.434
10 H 1.70 -0.02 1.50  0.379
11 H 1.76 1.48 0.49  0.331
12 H 0.47 0.56 -1.22  0.235
13 H 2.77 -0.57 -0.23  0.355
14 H -4.09 0.21 0.50  0.141

---

(3)
Below is an isolated molecule of C4H6O2S2, with properties calculated with ωB97M-V/def2-TZVPD.

As for the spin multiplicity: 1. As for the frontier orbital gap: 6.58 eV. Its charge is 0. As for the relative energy (zero: lowest compared OMol25 entry of this formula, charge and spin): 545.4 kJ/mol. The calculation puts the HOMO energy at -8.66 eV.

Last column: Mulliken charge in e.
CARTESIAN COORDINATES (ANGSTROEM)
1 C -0.79 -2.67 1.02  -0.601
2 C 0.09 -0.53 -0.02  0.230
3 C -0.89 1.70 0.35  -0.033
4 C 1.47 -1.18 -0.33  -0.452
5 H 0.25 -3.21 0.56  0.275
6 H -1.32 -2.77 1.98  0.274
7 H -1.60 -2.71 0.18  0.268
8 H -0.64 -0.44 -0.91  0.452
9 H -1.73 1.06 0.24  0.307
10 H 2.40 -1.28 0.34  0.310
11 O -0.62 -1.13 1.15  -0.350
12 O 0.21 0.99 0.31  -0.352
13 S -1.05 3.28 0.81  -0.253
14 S 1.47 -1.62 -2.08  -0.075